[1]
Computed, not measured: C36H76N6O12V as an isolated structure, with ωB97M-V/def2-TZVPD.

Atoms and positions in Å:
1 O 0.154 -1.632 -0.078
2 V -0.015 -2.749 -1.152
3 O -1.011 -2.212 -2.214
4 N 1.887 -5.499 -1.844
5 O 1.412 -6.630 -1.982
6 O 1.321 -4.702 -1.022
7 O 2.850 -5.143 -2.489
8 N 2.870 -1.509 -2.599
9 O 3.780 -2.312 -2.720
10 O 1.784 -1.820 -2.003
11 O 2.946 -0.379 -3.093
12 C -0.681 2.843 -5.291
13 C -1.659 2.122 -4.325
14 C -3.078 2.654 -4.617
15 C -3.598 2.102 -5.943
16 C -3.563 0.588 -5.884
17 C -2.184 -0.034 -5.587
18 N -1.637 0.686 -4.415
19 O -0.457 0.107 -3.921
20 C -2.409 -1.495 -5.223
21 C -1.236 0.065 -6.783
22 C -1.338 2.595 -2.927
23 H -0.488 3.886 -5.021
24 H -0.949 2.902 -6.342
25 H 0.253 2.299 -5.119
26 H -3.739 2.403 -3.784
27 H -3.029 3.741 -4.719
28 H -3.004 2.499 -6.763
29 H -4.658 2.370 -5.975
30 H -3.985 0.198 -6.820
31 H -4.246 0.158 -5.144
32 H -2.995 -1.615 -4.311
33 H -2.937 -1.998 -6.037
34 H -1.450 -2.004 -5.105
35 H -0.215 -0.219 -6.511
36 H -1.516 -0.730 -7.484
37 H -1.189 1.044 -7.247
38 H -1.307 3.686 -2.838
39 H -0.287 2.392 -2.683
40 H -1.987 2.195 -2.149
41 H -0.781 -0.598 -3.345
42 C -4.618 -4.638 -0.061
43 C -3.621 -3.483 0.232
44 C -4.189 -2.648 1.368
45 C -4.042 -3.393 2.673
46 C -2.591 -3.675 3.009
47 C -1.886 -4.427 1.862
48 N -2.240 -3.792 0.572
49 O -1.577 -4.439 -0.533
50 C -0.381 -4.333 2.117
51 C -2.308 -5.908 1.882
52 C -3.720 -2.586 -1.040
53 H -5.127 -4.634 -1.030
54 H -5.429 -4.780 0.652
55 H -4.120 -5.614 -0.175
56 H -3.742 -1.652 1.407
57 H -5.263 -2.455 1.273
58 H -4.678 -4.284 2.744
59 H -4.576 -2.866 3.479
60 H -2.706 -4.293 3.911
61 H -1.984 -2.857 3.400
62 H 0.134 -5.199 1.693
63 H 0.044 -3.432 1.671
64 H -0.089 -4.340 3.168
65 H -3.305 -6.053 2.303
66 H -2.150 -6.384 0.918
67 H -1.698 -6.394 2.650
68 H -3.253 -3.078 -1.891
69 H -3.322 -1.596 -0.834
70 H -4.776 -2.548 -1.300
71 H -2.291 -5.034 -0.806
72 C -1.828 2.131 3.020
73 C -0.325 2.424 3.120
74 C 0.462 1.749 2.014
75 C 0.272 2.527 0.671
76 C 0.745 3.982 0.915
77 C 0.073 4.739 2.065
78 N -0.035 3.850 3.239
79 O -0.775 4.462 4.295
80 C 1.015 5.864 2.496
81 C -1.287 5.266 1.621
82 C 0.138 1.792 4.447
83 H -2.121 1.137 3.362
84 H -2.139 2.188 1.969
85 H -2.481 2.852 3.513
86 H 1.520 1.905 2.239
87 H 0.163 0.742 1.734
88 H -0.784 2.619 0.413
89 H 0.864 2.056 -0.110
90 H 0.374 4.413 -0.023
91 H 1.830 4.087 0.944
92 H 0.518 6.448 3.271
93 H 1.982 5.494 2.843
94 H 1.284 6.495 1.643
95 H -1.206 5.989 0.809
96 H -1.921 4.435 1.302
97 H -1.840 5.736 2.437
98 H 0.118 0.704 4.467
99 H -0.337 2.257 5.312
100 H 1.195 2.053 4.609
101 H -0.033 4.717 4.851
102 C 6.549 1.340 2.141
103 C 5.085 1.757 2.114
104 C 4.492 1.608 0.683
105 C 4.248 0.204 0.131
106 C 3.403 -0.549 1.153
107 C 3.959 -0.493 2.583
108 N 4.212 0.897 2.929
109 O 4.687 0.895 4.300
110 C 2.870 -1.134 3.454
111 C 5.165 -1.462 2.670
112 C 4.815 3.210 2.453
113 H 7.282 2.147 2.067
114 H 6.761 0.949 3.142
115 H 6.803 0.540 1.451
116 H 3.549 2.155 0.629
117 H 5.232 2.049 0.004
118 H 3.824 0.245 -0.870
119 H 5.178 -0.372 0.052
120 H 3.358 -1.615 0.912
121 H 2.375 -0.181 1.071
122 H 2.110 -0.405 3.736
123 H 3.287 -1.443 4.422
124 H 2.552 -2.061 2.985
125 H 4.828 -2.481 2.475
126 H 5.529 -1.341 3.691
127 H 5.941 -1.309 1.924
128 H 3.769 3.519 2.455
129 H 5.155 3.456 3.468
130 H 5.371 3.851 1.766
131 H 4.040 1.471 4.717

Forces on atoms 1 to 6 (eV/Å):
-0.80 -0.22 0.79
3.75 -1.23 -0.36
-0.81 0.35 -0.92
0.07 -0.91 -1.44
-0.38 -0.18 0.47
-1.40 1.81 0.94

Computed properties:
- gap between HOMO and LUMO (eV) = 7.478
- ΔE to the lowest compared entry with this formula, charge and spin (kcal per mole) = 51.0
- energy (Eh) = -3592.34871
- total charge = -1
- LUMO level (eV) = 1.82

Atomic partial charges in e from the Löwdin method, atoms 1 to 2:
1 O -0.290
2 V 1.006

---

[2]
Computed, not measured: C32H35Cl51F3INO5 as an isolated structure, with ωB97M-V/def2-TZVPD.

Atoms and positions in Å:
1 C 0.508 -0.391 4.791
2 C 0.531 -1.004 3.380
3 C 0.503 -2.533 3.569
4 C -0.664 -0.429 2.622
5 C -0.305 1.002 2.192
6 C -1.010 -1.154 1.339
7 O -2.147 -2.031 1.452
8 C -3.266 -1.479 1.779
9 C -3.772 -1.717 3.029
10 C -3.024 -2.604 3.971
11 C -3.659 -4.006 3.972
12 O -4.607 -4.281 4.672
13 C -4.966 -1.192 3.392
14 C -5.561 -1.539 4.749
15 O -6.478 -2.317 4.848
16 O -5.044 -0.997 5.883
17 O -4.055 -0.016 5.672
18 C -5.629 -0.385 2.514
19 C -6.932 0.271 2.884
20 F -6.644 1.280 3.728
21 F -7.558 0.796 1.847
22 F -7.758 -0.535 3.505
23 C -5.111 -0.177 1.320
24 N -3.971 -0.720 0.947
25 I -3.423 -0.302 -1.017
26 H 0.695 0.673 4.791
27 H -0.500 -0.526 5.177
28 H 1.220 -0.863 5.453
29 H 1.488 -0.721 2.947
30 H -0.004 -2.748 4.506
31 H -0.026 -3.068 2.789
32 H 1.519 -2.884 3.691
33 H -1.485 -0.349 3.331
34 H -1.180 1.585 1.943
35 H 0.255 0.923 1.267
36 H 0.350 1.497 2.890
37 H -0.182 -1.798 1.083
38 H -1.082 -0.442 0.530
39 H -3.044 -2.258 4.995
40 H -2.023 -2.733 3.588
41 H -3.225 -4.804 3.351
42 H -4.487 0.842 5.520
43 H -5.629 0.454 0.642
44 C 4.386 2.616 0.046
45 Cl 3.102 1.771 -0.846
46 Cl 4.424 4.325 -0.386
47 Cl 4.161 2.424 1.781
48 H 5.335 2.172 -0.224
49 C -2.044 3.176 5.732
50 Cl -2.680 2.051 4.511
51 Cl -0.392 3.642 5.348
52 Cl -3.083 4.589 5.862
53 H -2.042 2.662 6.684
54 C 2.768 7.571 1.227
55 Cl 1.731 6.231 1.725
56 Cl 4.326 7.487 2.052
57 Cl 2.988 7.586 -0.527
58 H 2.283 8.495 1.512
59 C 1.463 4.554 -2.735
60 Cl 0.517 4.694 -1.255
61 Cl 0.881 3.219 -3.733
62 Cl 1.413 6.057 -3.648
63 H 2.490 4.350 -2.459
64 C 8.009 5.562 1.242
65 Cl 6.963 4.220 1.711
66 Cl 9.552 5.470 2.088
67 Cl 8.256 5.588 -0.501
68 H 7.520 6.485 1.526
69 C -7.980 -1.405 -1.750
70 Cl -7.023 -0.835 -3.114
71 Cl -8.528 -3.053 -2.007
72 Cl -7.037 -1.285 -0.242
73 H -8.847 -0.766 -1.649
74 C -0.920 -5.227 -0.687
75 Cl -1.831 -3.966 -1.526
76 Cl 0.690 -4.661 -0.242
77 Cl -1.796 -5.799 0.734
78 H -0.813 -6.055 -1.379
79 C 3.420 7.515 -6.874
80 Cl 4.680 8.698 -7.224
81 Cl 4.128 5.993 -6.329
82 Cl 2.294 8.145 -5.673
83 H 2.872 7.326 -7.788
84 C -1.627 9.095 -3.777
85 Cl -2.664 7.742 -3.317
86 Cl -0.088 9.014 -2.918
87 Cl -1.368 9.116 -5.521
88 H -2.124 10.014 -3.497
89 C 1.212 -8.766 -2.280
90 Cl -0.403 -8.061 -2.493
91 Cl 2.378 -7.962 -3.326
92 Cl 1.727 -8.688 -0.592
93 H 1.159 -9.807 -2.563
94 C 5.480 -4.080 6.015
95 Cl 4.318 -4.188 7.340
96 Cl 5.006 -5.128 4.678
97 Cl 5.650 -2.411 5.468
98 H 6.441 -4.414 6.382
99 C -2.775 3.687 -5.846
100 Cl -1.202 4.216 -6.437
101 Cl -2.589 2.641 -4.428
102 Cl -3.800 5.070 -5.473
103 H -3.254 3.111 -6.626
104 C 0.605 -0.403 -3.812
105 Cl -1.103 -0.154 -4.270
106 Cl 0.947 0.040 -2.146
107 Cl 1.079 -2.074 -4.104
108 H 1.206 0.246 -4.436
109 C 6.761 9.830 -4.259
110 Cl 8.020 11.015 -4.604
111 Cl 7.469 8.308 -3.719
112 Cl 5.628 10.453 -3.057
113 H 6.215 9.641 -5.172
114 C 4.414 -8.507 2.152
115 Cl 5.489 -9.384 3.236
116 Cl 2.755 -8.531 2.759
117 Cl 4.978 -6.850 1.940
118 H 4.426 -9.000 1.189
119 C 0.405 -12.450 -5.095
120 Cl -0.972 -13.413 -5.615
121 Cl -0.128 -10.870 -4.501
122 Cl 1.332 -13.294 -3.855
123 H 1.049 -12.288 -5.949
124 C -1.158 -4.136 -6.816
125 Cl -2.293 -4.923 -7.909
126 Cl -1.053 -2.407 -7.163
127 Cl -1.614 -4.419 -5.127
128 H -0.180 -4.569 -6.974

Forces on atoms 1 to 6 (eV/Å):
-0.20 0.07 -0.35
-0.15 -0.57 1.23
-0.10 0.63 0.28
0.82 1.12 -0.13
0.15 -0.46 -0.48
1.09 0.00 0.23

Computed properties:
- gap between HOMO and LUMO (eV) = 7.548
- ΔE to the lowest compared entry with this formula, charge and spin (kcal per mole) = 0.0
- energy (Eh) = -25737.92974
- total charge = +1
- LUMO level (eV) = -4.51

Atomic partial charges in e from the Löwdin method, atoms 1 to 2:
1 C -0.059
2 C -0.362

---

[3]
Computed, not measured: a 2-piece molecular cluster, C3H4I2O overall, with ωB97M-V/def2-TZVPD.

Atoms and positions in Å:
1 C 0.488 -0.633 -0.728
2 C -0.231 0.098 -1.499
3 C 0.109 -0.165 1.380
4 O 0.591 1.030 1.737
5 I -0.370 -0.272 -3.602
6 I -1.948 -0.493 1.600
7 H 1.216 -1.364 -1.028
8 H -0.811 0.862 -1.034
9 H 0.718 -0.804 1.860
10 H 0.239 1.742 1.316

Forces on atoms 1 to 6 (eV/Å):
0.36 0.15 3.68
-0.43 0.20 -0.97
-0.30 1.18 -4.69
1.79 -2.19 1.94
0.03 0.38 0.71
-0.22 -0.02 0.09

Computed properties:
- gap between HOMO and LUMO (eV) = 8.941
- ΔE to the lowest compared entry with this formula, charge and spin (kcal per mole) = 77.3
- energy (Eh) = -787.19977
- total charge = 0
- LUMO level (eV) = -0.07

Atomic partial charges in e from the Löwdin method, atoms 1 to 2:
1 C -0.135
2 C -0.748

---

[4]
Computed, not measured: C37H44AsIN5O2Tc as an isolated structure, with ωB97M-V/def2-TZVPD.

Atoms and positions in Å:
1 Tc 1.287 -0.542 1.325
2 I 7.229 -0.358 -5.294
3 C 6.170 -0.320 -3.504
4 C 4.794 -0.540 -3.509
5 C 4.085 -0.514 -2.305
6 C 4.738 -0.269 -1.085
7 C 6.126 -0.050 -1.106
8 C 6.841 -0.075 -2.307
9 C 3.965 -0.242 0.220
10 O 4.629 -0.014 1.281
11 O 2.713 -0.449 0.156
12 H 4.255 -0.733 -4.431
13 H 3.009 -0.686 -2.302
14 H 6.644 0.141 -0.168
15 H 7.912 0.099 -2.284
16 C 2.293 -0.068 3.898
17 N 1.606 0.652 2.835
18 C 0.338 1.156 3.344
19 N 0.567 2.048 4.472
20 C 1.261 1.318 5.523
21 N 2.536 0.816 5.030
22 C 3.353 1.939 4.591
23 N 2.673 2.673 3.533
24 C 2.429 1.776 2.412
25 C 1.397 3.162 4.037
26 H 3.239 -0.488 3.529
27 H 1.707 -0.943 4.211
28 H -0.316 0.324 3.638
29 H -0.217 1.674 2.550
30 H 0.639 0.492 5.893
31 H 1.415 1.961 6.401
32 H 4.335 1.588 4.246
33 H 3.579 2.603 5.436
34 H 3.380 1.420 1.991
35 H 1.948 2.316 1.585
36 H 0.879 3.751 3.267
37 H 1.555 3.869 4.863
38 C -6.976 1.922 -0.569
39 C -5.706 1.133 -0.432
40 C -5.080 0.585 -1.550
41 C -3.898 -0.167 -1.432
42 C -3.309 -0.688 -2.716
43 C -3.308 -0.365 -0.139
44 As -1.633 -1.407 0.223
45 N -0.340 -0.005 0.406
46 C -0.307 1.370 0.033
47 C -1.206 1.961 -0.868
48 C -1.096 3.316 -1.197
49 C -0.081 4.094 -0.637
50 C 0.828 3.514 0.250
51 C 0.715 2.160 0.580
52 C -1.173 -2.447 -1.434
53 C -0.083 -2.229 -2.342
54 C 0.979 -1.170 -2.237
55 C 0.065 -3.070 -3.460
56 C -0.810 -4.126 -3.703
57 C -0.639 -5.010 -4.905
58 C -1.848 -4.369 -2.813
59 C -2.038 -3.558 -1.687
60 C -3.189 -3.901 -0.767
61 C -3.961 0.212 0.992
62 C -3.465 0.079 2.413
63 C -5.144 0.944 0.826
64 H -7.305 1.990 -1.627
65 H -6.821 2.951 -0.182
66 H -7.783 1.432 0.017
67 H -5.526 0.744 -2.525
68 H -3.870 -0.333 -3.607
69 H -3.380 -1.781 -2.756
70 H -2.262 -0.343 -2.836
71 H -1.978 1.405 -1.337
72 H -1.795 3.762 -1.893
73 H 0.005 5.141 -0.896
74 H 1.621 4.113 0.679
75 H 1.430 1.723 1.266
76 H 0.930 -0.539 -1.364
77 H 0.940 -0.512 -3.131
78 H 1.977 -1.658 -2.200
79 H 0.884 -2.900 -4.152
80 H 0.232 -4.700 -5.521
81 H -1.551 -4.957 -5.537
82 H -0.483 -6.060 -4.579
83 H -2.517 -5.201 -3.003
84 H -3.753 -4.792 -1.116
85 H -3.908 -3.058 -0.715
86 H -2.806 -4.123 0.251
87 H -2.536 -0.504 2.531
88 H -4.244 -0.421 3.028
89 H -3.274 1.089 2.832
90 H -5.637 1.373 1.692
91 H 1.123 -2.107 1.878

Forces on atoms 1 to 6 (eV/Å):
-3.54 -1.55 -1.95
-0.01 0.00 0.01
-0.17 -0.01 0.20
-0.20 0.01 0.47
0.34 0.24 0.19
-0.33 -0.04 -0.50

Computed properties:
- gap between HOMO and LUMO (spin up / spin down) (eV) = 6.462 / 5.635
- energy (Eh) = -4474.35963
- total charge = +1
- LUMO level (spin up / spin down) (eV) = -4.10 / -4.91
- 2S+1 = 2
- expectation value of S² = 0.76

Atomic partial charges in e from the Löwdin method, atoms 1 to 2:
1 Tc 1.414
2 I 0.907

---

[5]
Computed, not measured: a 2-piece molecular cluster, C42H49F6Si4 overall, with ωB97M-V/def2-TZVPD.

Atoms and positions in Å:
1 F 5.636 7.150 -2.199
2 C 5.458 6.703 -0.924
3 F 6.529 5.898 -0.621
4 F 5.543 7.800 -0.103
5 C 4.159 5.974 -0.737
6 C 3.976 5.228 0.425
7 C 2.865 4.412 0.535
8 C 1.838 4.441 -0.446
9 C 0.572 3.796 -0.191
10 C -0.605 4.599 -0.180
11 C -0.633 6.014 -0.469
12 C -1.828 6.681 -0.668
13 C -3.022 5.985 -0.484
14 C -4.288 6.657 -0.909
15 F -5.374 5.839 -0.830
16 F -4.569 7.769 -0.154
17 F -4.195 7.092 -2.210
18 C -3.042 4.704 0.072
19 C -1.834 4.049 0.252
20 C 2.022 5.289 -1.572
21 C 3.166 6.061 -1.713
22 H 4.720 5.253 1.220
23 H 2.712 3.786 1.415
24 H 0.528 2.776 0.199
25 H 0.288 6.578 -0.541
26 H -1.836 7.720 -0.988
27 H -3.981 4.218 0.337
28 H -1.783 3.092 0.763
29 H 1.229 5.362 -2.317
30 H 3.296 6.717 -2.572
31 C 1.346 0.247 2.475
32 Si 1.585 -1.596 2.579
33 C 3.376 -2.094 2.774
34 C 0.667 -2.165 4.137
35 C 0.123 -3.453 4.199
36 C -0.545 -3.885 5.354
37 C -0.681 -3.021 6.447
38 C -0.144 -1.730 6.388
39 C 0.539 -1.310 5.237
40 C 0.867 -2.542 1.124
41 Si 0.432 -1.701 -0.503
42 H 0.560 -0.116 -0.460
43 C 1.474 -2.428 -1.896
44 Si 1.420 -4.272 -2.279
45 C 3.140 -5.015 -2.290
46 C 0.368 -5.240 -1.079
47 C 0.701 -4.594 -4.027
48 C -0.054 -5.750 -4.276
49 C -0.530 -6.033 -5.569
50 C -0.278 -5.145 -6.621
51 C 0.455 -3.977 -6.375
52 C 0.945 -3.706 -5.085
53 C -1.321 -2.266 -0.925
54 Si -2.654 -0.968 -0.749
55 C -2.318 0.436 -1.934
56 C -4.293 -1.772 -1.109
57 C -2.686 -0.407 1.063
58 C -2.582 0.957 1.325
59 C -2.522 1.435 2.642
60 C -2.649 0.530 3.703
61 C -2.768 -0.839 3.449
62 C -2.829 -1.304 2.130
63 H 1.841 0.655 1.584
64 H 0.276 0.504 2.456
65 H 1.801 0.703 3.367
66 H 3.926 -1.931 1.835
67 H 3.839 -1.497 3.571
68 H 3.445 -3.158 3.052
69 H 0.225 -4.134 3.347
70 H -0.958 -4.895 5.396
71 H -1.211 -3.354 7.346
72 H -0.256 -1.048 7.234
73 H 0.974 -0.307 5.205
74 H 1.620 -3.326 0.898
75 H -0.042 -3.068 1.468
76 H 1.194 -1.909 -2.839
77 H 2.542 -2.193 -1.719
78 H 3.604 -4.918 -1.300
79 H 3.115 -6.084 -2.543
80 H 3.789 -4.524 -3.028
81 H 0.723 -5.096 -0.052
82 H -0.685 -4.945 -1.132
83 H 0.431 -6.313 -1.306
84 H -0.281 -6.439 -3.457
85 H -1.090 -6.951 -5.754
86 H -0.637 -5.370 -7.636
87 H 0.657 -3.281 -7.192
88 H 1.517 -2.791 -4.902
89 H -1.372 -2.605 -1.978
90 H -1.595 -3.132 -0.289
91 H -2.399 0.055 -2.963
92 H -3.073 1.222 -1.803
93 H -1.319 0.870 -1.802
94 H -4.293 -2.197 -2.123
95 H -4.504 -2.573 -0.386
96 H -5.086 -1.017 -1.038
97 H -2.565 1.638 0.474
98 H -2.389 2.505 2.839
99 H -2.658 0.901 4.732
100 H -2.803 -1.549 4.279
101 H -2.995 -2.366 1.924

Forces on atoms 1 to 6 (eV/Å):
-0.30 -0.50 1.15
1.68 0.99 -0.01
-1.23 0.77 -0.30
-0.19 -1.09 -0.71
-0.25 0.15 -0.13
-0.01 -0.33 -0.09

Computed properties:
- gap between HOMO and LUMO (eV) = 4.085
- energy (Eh) = -3386.86481
- total charge = +1
- LUMO level (eV) = -6.57

Atomic partial charges in e from the Löwdin method, atoms 1 to 2:
1 F 0.133
2 C -0.509

---

[6]
Computed, not measured: C5H8N as an isolated structure, with ωB97M-V/def2-TZVPD.

Atoms and positions in Å:
1 C 1.229 0.085 -0.016
2 C 0.367 1.132 -0.039
3 C -1.006 -0.123 0.440
4 C 2.607 -0.328 0.027
5 C -2.343 -0.183 -0.159
6 N 0.066 -0.552 -0.273
7 H 0.059 1.899 -0.719
8 H -0.912 0.058 1.509
9 H 2.828 -0.913 -0.871
10 H 2.760 -1.002 0.871
11 H 3.282 0.522 0.099
12 H -2.983 -0.836 0.435
13 H -2.293 -0.538 -1.184
14 H -2.819 0.801 -0.141

Forces on atoms 1 to 6 (eV/Å):
-1.15 1.50 0.73
-0.42 -1.22 0.83
1.11 1.34 0.08
0.72 -0.30 -0.30
-0.39 -0.07 -0.28
-0.18 -1.39 -0.68

Computed properties:
- gap between HOMO and LUMO (eV) = 10.683
- ΔE to the lowest compared entry with this formula, charge and spin (kcal per mole) = 98.5
- energy (Eh) = -249.66825
- total charge = +1
- LUMO level (eV) = -4.63

Atomic partial charges in e from the Löwdin method, atoms 1 to 2:
1 C -0.244
2 C 0.247